No. 1
Formula: C8H11NO
Source: the OMol25 dataset
Level of theory: ωB97M-V with the def2-TZVPD basis set

Cartesian coordinates (Å):
N  2.299  -0.603  -0.611
C  1.616  0.135  0.282
O  2.220  1.190  0.574
C  0.109  0.058  0.233
C  -0.515  -1.294  0.555
C  -1.753  -1.295  0.040
C  -1.969  0.046  -0.634
C  -2.074  1.089  0.519
C  -0.640  1.104  1.111
C  -0.548  0.336  -1.144
H  2.253  -1.608  -0.508
H  3.113  0.094  -0.903
H  -0.060  -2.060  1.184
H  -2.521  -2.054  0.187
H  -2.781  0.095  -1.368
H  -2.837  0.809  1.257
H  -2.346  2.073  0.114
H  -0.607  0.829  2.173
H  -0.175  2.091  1.000
H  -0.402  1.373  -1.480
H  -0.212  -0.362  -1.922

E = -441.389465 hartree
SMILES string = NC(=O)[C@@]12C=C[C@@H](CC1)C2
HOMO-LUMO gap = 10.166 eV


No. 2
Formula: C4H9NO2
Source: the OMol25 dataset
Level of theory: ωB97M-V with the def2-TZVPD basis set

Cartesian coordinates (Å):
C  0.971  -1.197  -0.941
C  0.812  -0.561  0.431
C  0.791  1.263  0.289
O  -0.374  1.667  -0.215
C  -1.273  0.560  0.714
N  -2.133  0.017  -0.188
O  -1.377  0.725  1.882
H  1.472  -2.164  -0.861
H  1.583  -0.584  -1.605
H  0.004  -1.352  -1.418
H  0.180  -1.170  1.079
H  1.760  -0.543  0.973
H  0.920  1.516  1.349
H  1.647  1.445  -0.372
H  -1.882  0.172  -1.152
H  -3.101  0.205  0.035

E = -362.955720 hartree
SMILES string = CCCOC(N)=O
HOMO-LUMO gap = 9.576 eV


No. 3
Formula: C3H5Na2O3
Source: the OMol25 dataset
Level of theory: ωB97M-V with the def2-TZVPD basis set

Cartesian coordinates (Å):
H  0.845  0.078  0.735
O  -1.106  0.527  0.657
C  -0.401  1.622  0.206
C  1.035  1.260  0.745
C  0.737  -3.583  -1.919
O  -0.186  -2.873  -1.879
O  1.641  -4.293  -1.952
Na  -2.469  0.885  2.630
Na  -1.846  -1.179  -1.059
H  -0.702  2.572  0.674
H  -0.334  1.659  -0.892
H  1.054  1.402  1.831
H  1.732  1.924  0.223

⟨S²⟩ = 0.75
charge = +2
E = -667.050342 hartree
2S+1 = 2
HOMO-LUMO gap (spin up / spin down) = 11.210 / 8.490 eV